1.
DFT (the ωB97M-V functional and the def2-TZVPD basis) results for 13 unconnected molecules or ions with the total composition H26O13 in a non-equilibrium geometry.

Positions of all 39 atoms, in Å:
1 O -0.31 -1.67 -2.25
2 H 0.31 -2.37 -2.00
3 H -1.20 -2.03 -2.35
4 O 2.67 -0.66 -1.69
5 H 2.29 0.20 -1.95
6 H 3.46 -0.49 -1.20
7 O -1.96 0.59 -3.05
8 H -1.71 0.97 -3.87
9 H -1.22 0.03 -2.92
10 O 1.34 1.57 -2.31
11 H 1.54 2.34 -2.88
12 H 0.48 1.80 -1.94
13 O 1.95 -3.12 -1.10
14 H 2.32 -3.75 -1.78
15 H 2.20 -2.23 -1.41
16 O -2.12 3.49 2.17
17 H -1.83 3.02 1.34
18 H -3.07 3.47 2.02
19 O 0.80 -3.12 1.31
20 H 1.47 -3.09 2.01
21 H 1.31 -3.05 0.49
22 O 2.54 -0.74 1.20
23 H 3.38 -0.35 0.99
24 H 1.91 -0.23 0.73
25 O -0.80 2.45 -0.02
26 H -0.77 3.08 -0.78
27 H -0.18 2.82 0.66
28 O -1.13 -1.59 2.65
29 H -1.03 -0.79 2.12
30 H -0.42 -2.12 2.27
31 O -0.84 1.05 3.31
32 H -1.80 0.87 3.45
33 H -0.77 1.99 3.18
34 O -0.03 -0.22 0.47
35 H -0.22 0.72 0.42
36 H 0.11 -0.50 -0.41
37 O -3.14 0.42 0.78
38 H -3.18 0.38 1.72
39 H -2.31 0.83 0.61

Results
HOMO-LUMO gap   8.39 eV
HOMO energy   -9.10 eV
Energy relative to the best compared isomer or geometry (same formula, charge and spin)   217.8 kJ/mol
E_LUMO   -0.71 eV
Energy   -993.69027 Eh


2.
DFT (the ωB97M-V functional and the def2-TZVPD basis) results for 13 unconnected molecules or ions with the total composition H26O13.

Positions of all 39 atoms, in Å:
1 O -0.83 -0.47 -3.59
2 H -0.04 -0.04 -3.27
3 H -0.92 -0.17 -4.50
4 O -1.55 1.01 2.13
5 H -2.03 1.83 2.02
6 H -2.24 0.34 2.19
7 O 1.65 0.86 -2.69
8 H 1.79 0.93 -1.75
9 H 2.19 1.56 -3.06
10 O -3.61 0.00 0.76
11 H -3.14 0.22 -0.04
12 H -4.37 0.58 0.76
13 O 0.40 0.09 0.24
14 H -0.38 0.58 0.48
15 H 0.11 -0.52 -0.43
16 O 0.71 -2.56 2.68
17 H 1.41 -1.90 2.69
18 H 0.17 -2.33 1.93
19 O -2.05 1.08 -1.48
20 H -1.54 0.40 -1.93
21 H -1.82 1.89 -1.94
22 O 2.55 1.72 1.33
23 H 3.41 1.75 0.92
24 H 2.19 0.88 1.07
25 O 0.75 0.43 3.85
26 H 0.56 -0.09 4.63
27 H 0.05 0.20 3.24
28 O 3.21 -1.28 -0.03
29 H 2.36 -1.61 -0.31
30 H 3.26 -1.51 0.90
31 O 1.18 -2.46 -2.06
32 H 1.65 -3.09 -1.52
33 H 1.15 -2.86 -2.93
34 O -1.01 -2.74 0.04
35 H -0.90 -2.81 -0.91
36 H -1.86 -2.33 0.16
37 O -1.07 4.36 0.34
38 H -0.83 3.44 0.49
39 H -0.55 4.61 -0.43

Results
HOMO-LUMO gap   10.35 eV
HOMO energy   -10.43 eV
Energy relative to the best compared isomer or geometry (same formula, charge and spin)   151.7 kJ/mol
E_LUMO   -0.08 eV
Energy   -993.71544 Eh


3.
DFT (the ωB97M-V functional and the def2-TZVPD basis) results for 13 unconnected molecules or ions with the total composition H26O13.

Positions of all 39 atoms, in Å:
1 O -1.42 -0.63 -2.73
2 H -0.95 -1.44 -2.47
3 H -0.89 -0.25 -3.45
4 O -3.13 -0.59 -0.31
5 H -2.38 0.01 -0.42
6 H -3.04 -1.24 -1.01
7 O -0.51 -2.90 -1.40
8 H -1.35 -3.27 -1.12
9 H 0.16 -3.52 -1.08
10 O -0.46 3.20 0.57
11 H -0.56 4.13 0.81
12 H -0.96 2.72 1.25
13 O -0.41 0.27 -0.05
14 H -0.08 0.87 0.64
15 H -0.05 -0.60 0.20
16 O 1.55 -1.48 1.05
17 H 1.40 -2.22 1.65
18 H 2.12 -0.87 1.54
19 O 2.22 -3.27 -1.07
20 H 3.15 -3.37 -1.26
21 H 2.08 -2.31 -1.04
22 O -1.53 -1.72 2.26
23 H -2.11 -1.36 1.57
24 H -1.62 -2.68 2.18
25 O 2.96 0.85 -0.77
26 H 3.73 0.29 -0.63
27 H 2.26 0.47 -0.21
28 O 2.28 1.17 2.16
29 H 2.35 1.31 3.12
30 H 2.93 1.76 1.78
31 O 0.63 3.19 -2.20
32 H -0.26 3.21 -2.57
33 H 0.51 2.81 -1.32
34 O -2.22 1.97 -1.68
35 H -2.19 1.03 -1.93
36 H -1.66 2.03 -0.89
37 O -1.01 1.17 2.97
38 H -1.42 0.36 2.63
39 H -0.12 0.90 3.23

Results
HOMO-LUMO gap   9.75 eV
HOMO energy   -10.04 eV
Energy relative to the best compared isomer or geometry (same formula, charge and spin)   127.7 kJ/mol
E_LUMO   -0.29 eV
Energy   -993.72460 Eh


4.
DFT (the ωB97M-V functional and the def2-TZVPD basis) results for 13 unconnected molecules or ions with the total composition H26O13 in a non-equilibrium geometry.

Positions of all 39 atoms, in Å:
1 O 0.05 0.34 2.17
2 H -0.45 -0.51 2.26
3 H -0.29 0.90 2.86
4 O 0.19 -0.08 -0.35
5 H 0.15 0.12 0.56
6 H -0.77 -0.07 -0.43
7 O 0.71 -2.74 -0.02
8 H 0.43 -1.84 -0.06
9 H 0.11 -3.28 -0.53
10 O 1.25 -2.05 3.28
11 H 1.13 -1.22 2.90
12 H 0.52 -2.63 3.14
13 O 3.00 -1.48 1.12
14 H 2.21 -1.92 0.94
15 H 3.58 -2.14 1.52
16 O -0.67 2.96 1.60
17 H -0.08 2.22 1.41
18 H -0.48 3.56 0.89
19 O -1.05 -1.89 -2.96
20 H -1.31 -1.96 -2.08
21 H -0.73 -1.03 -3.09
22 O -1.84 -1.88 2.07
23 H -2.40 -1.80 1.34
24 H -2.18 -1.30 2.77
25 O 2.63 1.29 0.61
26 H 2.59 0.38 0.92
27 H 3.44 1.74 0.95
28 O 0.62 3.05 -0.89
29 H 1.38 2.54 -0.72
30 H -0.05 2.56 -1.30
31 O 0.19 0.68 -3.33
32 H 0.83 0.55 -2.58
33 H 0.76 0.46 -4.02
34 O -2.43 0.24 -0.52
35 H -2.63 0.74 0.27
36 H -2.55 0.83 -1.21
37 O -2.23 1.32 -3.25
38 H -2.30 2.26 -3.09
39 H -1.33 1.07 -3.13

Results
HOMO-LUMO gap   10.70 eV
HOMO energy   -10.92 eV
Energy relative to the best compared isomer or geometry (same formula, charge and spin)   215.1 kJ/mol
E_LUMO   -0.22 eV
Energy   -993.69131 Eh


5.
DFT (the ωB97M-V functional and the def2-TZVPD basis) results for 13 unconnected molecules or ions with the total composition H26O13 in a non-equilibrium geometry.

Positions of all 39 atoms, in Å:
1 H -0.28 -1.04 0.29
2 H -0.64 0.39 0.47
3 H -1.83 2.15 0.17
4 H -3.12 2.30 0.87
5 H -3.12 -2.06 -1.83
6 H -3.96 -2.93 -0.88
7 H 1.48 -0.68 -0.63
8 H 1.73 0.32 0.52
9 H 3.32 1.70 -1.02
10 H 4.46 1.36 -2.00
11 H 1.77 1.45 -2.64
12 H 0.82 2.48 -1.88
13 H 3.52 0.59 1.96
14 H 3.21 0.07 3.42
15 H -3.23 -2.57 2.58
16 H -4.11 -2.76 1.33
17 H 0.59 -3.52 3.29
18 H 0.21 -2.23 3.73
19 H -1.09 2.83 -2.77
20 H -1.84 2.47 -1.44
21 H 0.69 -2.23 -3.31
22 H -0.90 -2.18 -3.48
23 H -3.26 4.10 2.54
24 H -1.94 4.81 2.25
25 H 2.27 -2.59 -0.26
26 H 3.57 -1.63 -0.29
27 O 0.14 -0.26 0.59
28 O -2.74 2.42 -0.04
29 O -3.96 -2.37 -1.66
30 O 2.16 0.01 -0.28
31 O 3.97 2.13 -1.70
32 O 1.06 1.55 -1.93
33 O 3.93 0.18 2.78
34 O -3.25 -2.48 1.61
35 O 0.77 -2.66 3.04
36 O -1.20 2.16 -2.11
37 O -0.17 -2.71 -3.39
38 O -2.30 3.98 2.46
39 O 3.30 -2.56 -0.37

Results
HOMO-LUMO gap   9.58 eV
HOMO energy   -9.87 eV
Energy relative to the best compared isomer or geometry (same formula, charge and spin)   549.8 kJ/mol
E_LUMO   -0.29 eV
Energy   -993.56382 Eh


6.
DFT (the ωB97M-V functional and the def2-TZVPD basis) results for 13 unconnected molecules or ions with the total composition H26O13 in a non-equilibrium geometry.

Positions of all 39 atoms, in Å:
1 O 2.42 2.53 0.64
2 H 1.92 3.12 1.21
3 H 1.76 2.15 0.06
4 O -0.39 3.19 -0.88
5 H -1.09 2.57 -0.66
6 H -0.72 3.64 -1.66
7 O 0.45 0.16 -3.47
8 H -0.38 0.44 -3.85
9 H 0.95 0.97 -3.35
10 O -2.37 2.02 1.50
11 H -2.97 1.42 1.06
12 H -2.93 2.57 2.04
13 O 1.42 -0.74 2.69
14 H 0.87 0.04 2.72
15 H 2.31 -0.41 2.66
16 O 0.27 -0.06 -0.15
17 H -0.10 -0.63 -0.82
18 H -0.48 0.43 0.20
19 O 0.13 -3.09 1.89
20 H 0.61 -2.38 2.32
21 H -0.07 -2.76 1.02
22 O 0.02 1.64 3.21
23 H 0.62 2.20 3.69
24 H -0.41 2.23 2.59
25 O -0.14 -3.24 -1.04
26 H 0.47 -2.92 -1.70
27 H 0.01 -4.19 -1.03
28 O -2.87 1.32 -1.26
29 H -2.56 0.42 -1.37
30 H -3.47 1.28 -0.51
31 O -2.59 -1.47 -1.01
32 H -1.91 -2.15 -1.07
33 H -3.37 -1.88 -1.39
34 O 2.87 -1.38 0.38
35 H 3.55 -1.09 0.99
36 H 2.06 -1.00 0.72
37 O 1.98 -2.00 -2.28
38 H 1.63 -1.17 -2.60
39 H 2.45 -1.77 -1.47

Results
2S+1   2
HOMO-LUMO gap (spin up / spin down)   10.72 / 3.15 eV
HOMO energy (spin up / spin down)   -13.76 / -13.75 eV
⟨S²⟩   0.7545
Net charge   +1
Energy relative to the best compared isomer or geometry (same formula, charge and spin)   35.6 kJ/mol
E_LUMO (spin up / spin down)   -3.04 / -10.60 eV
Energy   -993.34978 Eh